[1]
Density functional theory data (the ωB97M-V functional and the def2-TZVPD basis) for a structure of composition C34H44Cl2N3O2P3Zr.

Summary:
relative energy (zero: lowest compared OMol25 entry of this formula, charge and spin) = 7.275 eV
net charge = +2
Kohn-Sham gap = 4.9 eV

Element x y z (Å)
P  1.76  -0.37  -3.44
C  1.10  1.12  -4.13
C  2.27  1.75  -4.64
H  3.25  1.47  -4.21
C  2.19  2.51  -5.79
H  3.11  2.84  -6.25
C  0.93  2.82  -6.32
H  0.88  3.40  -7.23
C  -0.24  2.38  -5.67
H  -1.19  2.69  -6.09
C  -0.18  1.55  -4.56
H  -1.09  1.26  -4.01
C  2.69  -0.09  -1.89
C  2.99  1.16  -1.27
H  2.39  2.05  -1.49
C  4.06  1.22  -0.37
H  4.37  2.18  0.03
C  4.78  0.09  0.00
H  5.66  0.16  0.62
C  4.36  -1.15  -0.48
H  4.91  -2.06  -0.23
C  3.28  -1.25  -1.35
H  2.95  -2.23  -1.71
C  0.60  -1.75  -3.27
C  1.21  -2.49  -4.31
H  2.00  -1.96  -4.90
C  0.94  -3.84  -4.53
H  1.51  -4.35  -5.30
C  -0.05  -4.44  -3.74
H  -0.27  -5.49  -3.92
C  -0.73  -3.71  -2.75
H  -1.52  -4.22  -2.19
C  -0.42  -2.36  -2.49
H  -1.02  -1.81  -1.74
Zr  -2.45  1.49  1.40
C  -0.93  0.29  2.81
C  0.17  -0.42  2.57
H  -1.40  0.27  3.83
C  0.72  -0.48  1.06
O  0.78  -1.97  0.73
H  1.21  -2.03  -0.17
C  -0.23  0.31  0.40
H  1.73  -0.04  0.95
C  -1.23  0.90  -0.05
Cl  -3.21  2.41  3.42
Cl  -2.81  3.29  -0.39
P  -0.32  3.42  1.50
C  -1.21  4.96  1.91
H  -1.66  4.87  2.90
H  -2.02  5.09  1.18
H  -0.51  5.79  1.84
C  0.75  3.20  2.95
H  1.48  2.42  2.76
H  0.13  2.89  3.80
H  1.25  4.14  3.18
C  0.85  3.98  0.25
H  0.40  3.87  -0.73
H  1.78  3.42  0.29
H  1.06  5.03  0.43
P  1.26  -1.26  3.82
C  0.77  -0.64  5.40
C  2.96  -0.83  3.45
H  -0.32  -0.60  5.47
H  1.21  0.34  5.55
H  1.16  -1.34  6.13
H  3.32  -1.22  2.49
H  3.58  -1.27  4.24
H  3.11  0.25  3.49
C  1.05  -3.04  3.71
H  0.03  -3.32  3.96
H  1.72  -3.48  4.46
H  1.32  -3.43  2.72
H  -1.52  0.85  -1.07
C  -6.56  -0.20  0.74
N  -5.36  -1.04  0.80
C  -5.40  -2.33  1.30
C  -4.20  -2.99  1.45
C  -2.99  -2.30  1.27
N  -3.02  -0.96  1.03
C  -4.19  -0.40  0.70
O  -4.20  0.87  0.38
N  -1.80  -2.86  1.31
H  -6.49  0.58  1.50
H  -7.45  -0.79  0.89
H  -6.58  0.30  -0.23
H  -6.39  -2.73  1.53
H  -4.15  -4.04  1.73
H  -1.75  -3.88  1.51
H  -0.93  -2.41  1.08

[2]
Density functional theory data (the ωB97M-V functional and the def2-TZVPD basis) for a cluster of 2 separate species, C5H12O in total.

Summary:
relative energy (zero: lowest compared OMol25 entry of this formula, charge and spin) = 0.968 eV
net charge = 0
Kohn-Sham gap = 9.9 eV
SMILES string = C=C(C)CC.O

Element x y z (Å)
C  -3.46  0.94  -0.51
C  -2.49  0.05  -0.40
C  -2.48  -1.19  -1.30
C  -1.40  0.18  0.56
C  0.00  0.00  0.00
H  -4.24  0.86  -1.28
H  -3.45  1.85  0.11
H  -3.48  -1.52  -1.63
H  -1.99  -2.02  -0.77
H  -1.89  -0.94  -2.20
H  -1.61  -0.56  1.35
H  -1.48  1.18  1.01
H  0.64  0.50  0.75
H  0.15  0.49  -0.97
H  0.32  -1.05  -0.09
O  -3.78  -1.24  -4.66
H  -4.23  -2.11  -4.58
H  -4.44  -0.58  -4.36

[3]
Density functional theory data (the ωB97M-V functional and the def2-TZVPD basis) for a structure of composition C23H28F5HoN2O7S.

Summary:
net charge = +2
Kohn-Sham gap (alpha / beta) = 7.4 / 7.5 eV
spin multiplicity = 5

Element x y z (Å)
Ho  -0.51  1.07  0.59
C  2.83  1.22  0.76
C  2.40  1.10  2.16
O  1.00  1.32  2.37
C  0.67  2.31  3.40
C  0.09  3.55  2.70
O  -0.88  3.16  1.65
C  -1.74  4.23  1.09
C  -2.68  3.44  0.10
O  -1.85  2.61  -0.72
C  -2.42  2.18  -2.00
C  -1.33  1.60  -2.87
O  -0.22  1.09  -2.05
C  1.07  1.66  -2.55
C  2.13  1.14  -1.62
O  1.78  1.33  -0.26
H  3.41  0.35  0.45
H  3.46  2.05  0.62
H  3.00  1.80  2.79
H  2.56  0.06  2.55
H  1.59  2.56  3.92
H  -0.04  1.83  4.12
H  0.88  4.21  2.28
H  -0.48  4.09  3.47
H  -1.15  4.98  0.56
H  -2.37  4.64  1.87
H  -3.28  4.15  -0.46
H  -3.42  2.80  0.62
H  -2.94  3.02  -2.51
H  -3.26  1.47  -1.73
H  -0.89  2.43  -3.52
H  -1.62  0.76  -3.57
H  1.01  2.76  -2.52
H  1.30  1.23  -3.55
H  3.12  1.52  -1.93
H  2.15  0.03  -1.78
O  4.98  -3.36  -0.98
C  4.45  -4.48  -1.64
N  3.10  -4.42  -1.96
C  2.17  -3.39  -1.76
O  1.50  -2.95  -2.74
C  1.85  -2.90  -0.40
C  2.28  -3.46  0.83
C  1.90  -2.81  1.97
C  0.80  -1.83  1.91
N  0.32  -1.36  0.74
C  0.85  -1.94  -0.40
H  4.31  -2.90  -0.46
H  4.55  -5.35  -1.02
H  5.05  -4.56  -2.54
H  2.84  -4.88  -2.84
H  2.77  -4.42  0.80
H  2.33  -3.24  2.91
H  0.47  -1.35  2.84
H  0.48  -1.63  -1.38
F  -5.55  -3.02  -1.69
C  -5.04  -2.14  -0.83
C  -3.96  -1.34  -1.25
F  -3.73  -1.31  -2.60
C  -3.21  -0.79  -0.28
F  -1.91  -0.31  -0.63
C  -3.45  -0.88  1.09
S  -2.49  0.14  2.20
C  -4.54  -1.63  1.48
F  -4.71  -1.91  2.74
C  -5.36  -2.25  0.53
F  -6.39  -3.05  0.89

[4]
Density functional theory data (the ωB97M-V functional and the def2-TZVPD basis) for a structure of composition C34H43As3GeInS7Sb.

Summary:
relative energy (zero: lowest compared OMol25 entry of this formula, charge and spin) = 1.026 eV
net charge = -1
Kohn-Sham gap (alpha / beta) = 5.7 / 4.9 eV
spin multiplicity = 2

Element x y z (Å)
In  -1.81  -3.61  -1.21
C  -0.43  -1.44  2.34
C  0.87  -1.25  3.12
As  2.29  -2.47  2.51
C  3.70  -1.88  3.76
C  4.69  -2.81  4.08
C  5.74  -2.46  4.91
C  5.82  -1.18  5.45
C  4.83  -0.25  5.14
C  3.78  -0.60  4.30
C  2.93  -1.48  0.94
C  3.45  -2.23  -0.11
C  3.95  -1.61  -1.25
C  3.92  -0.23  -1.35
C  3.39  0.53  -0.32
C  2.91  -0.09  0.82
As  -1.91  -0.12  2.40
C  -1.96  0.72  4.18
C  -2.89  1.76  4.27
C  -3.03  2.51  5.42
C  -2.25  2.22  6.54
C  -1.34  1.18  6.48
C  -1.19  0.43  5.31
C  -1.00  1.40  1.52
C  -1.40  1.70  0.22
C  -0.84  2.77  -0.48
C  0.14  3.55  0.12
C  0.53  3.28  1.43
C  -0.04  2.22  2.12
H  -0.86  -2.41  2.58
H  -0.22  -1.47  1.27
H  0.74  -1.48  4.17
H  1.24  -0.23  3.05
H  4.63  -3.81  3.67
H  6.51  -3.19  5.16
H  6.64  -0.90  6.09
H  4.88  0.75  5.56
H  3.02  0.14  4.08
H  3.45  -3.31  -0.04
H  4.34  -2.21  -2.06
H  4.30  0.25  -2.24
H  3.36  1.61  -0.39
H  2.51  0.52  1.62
H  -3.51  1.98  3.40
H  -3.76  3.31  5.46
H  -2.36  2.80  7.45
H  -0.73  0.94  7.35
H  -0.49  -0.38  5.31
H  -2.16  1.09  -0.25
H  -1.18  3.00  -1.48
H  0.58  4.38  -0.42
H  1.28  3.90  1.91
H  0.23  2.06  3.16
S  -5.01  -5.50  1.41
Sb  -3.48  -3.83  1.56
S  -1.35  -4.96  0.66
S  -3.85  -2.55  -0.60
S  0.99  -2.85  -5.34
As  0.51  -3.76  -3.53
S  0.08  -2.09  -2.11
S  -1.77  -4.52  -3.68
S  1.48  -5.42  -2.83
C  -4.70  1.97  -3.77
C  -4.83  0.48  -3.42
C  -3.67  -0.36  -3.94
C  -2.36  -0.09  -3.20
Ge  -0.73  -0.91  -4.04
C  0.72  0.43  -4.13
C  0.87  1.06  -5.51
C  -0.39  1.82  -5.97
C  -0.52  3.20  -5.35
H  -5.60  2.52  -3.49
H  -4.55  2.10  -4.85
H  -3.86  2.44  -3.26
H  -5.77  0.10  -3.82
H  -4.89  0.36  -2.33
H  -3.55  -0.18  -5.01
H  -3.93  -1.42  -3.82
H  -2.43  -0.45  -2.17
H  -2.12  0.98  -3.18
H  -2.27  -3.36  -4.13
H  1.63  -0.10  -3.85
H  0.50  1.17  -3.35
H  1.11  0.28  -6.23
H  1.71  1.76  -5.50
H  -1.28  1.23  -5.71
H  -0.39  1.90  -7.06
H  -0.58  3.15  -4.26
H  -1.41  3.72  -5.71
H  0.35  3.82  -5.60

Record order is preserved below.
Strongest force on any atom: 8.9 2.4 4.7 0.8 eV/A